{
  "formula": "C4H2O8P",
  "method": "ωB97M-V with the def2-TZVPD basis set",
  "species": ["C", "C", "C", "C", "O", "O", "O", "O", "O", "O", "O", "O", "P", "H", "H"],
  "coordinates": [[4.136, 0.041, 2.901], [3.769, -1.467, 3.237], [-0.368, -0.262, 1.638], [-0.242, 0.607, 0.315], [4.999, 0.686, 3.390], [4.085, -2.181, 4.107], [-1.448, -0.533, 2.175], [3.274, 0.504, 1.988], [2.806, -1.834, 2.280], [0.793, -0.325, 2.311], [1.963, -0.760, 0.100], [-0.851, 0.139, -0.685], [2.233, -0.580, 1.513], [0.098, 1.574, 0.312], [-0.770, 0.712, -1.463]],
  "forces_ev_per_a": [[2.5698, -0.6733, 2.7522], [0.0470, 0.2568, 0.4259], [-3.2599, 0.7672, 2.2163], [-2.3637, -4.5461, 0.3828], [-0.8644, -0.6815, -0.5424], [0.2954, 0.5975, -0.4416], [3.9485, 0.9560, -2.9584], [-1.6054, 0.9712, -1.2930], [-0.2855, 0.2558, -0.1791], [1.2376, -0.0450, -0.4731], [-0.5423, 0.9167, -0.4577], [0.7703, 0.2254, 0.8535], [-1.0489, -1.6454, 0.2119], [1.3549, 2.4145, 0.0804], [-0.2535, 0.2303, -0.5776]],
  "fmax_ha_per_bohr": 0.0999,
  "total_charge": 1,
  "gap_ev": 8.05,
  "multiplicity": 1,
  "lumo_energy_ev": -7.3661
}